# 1
Computed, not measured: C9H26NO13P2S2 as an isolated structure at a distorted geometry, with ωB97M-V with the def2-TZVPD basis set.

ORCA input file:
```
! RIJCOSX wB97M-V def2-TZVPD def2/J DEFGRID3
* xyz -1 1
S -2.34335 2.30988 0.52985
S -1.90249 0.62271 2.68810
P 4.33293 1.68596 -0.76835
P -1.68171 -4.02265 -1.47826
O 5.64853 2.56773 -0.45390
O -0.93817 2.62249 0.40291
O -1.82246 -0.82441 2.76144
O -0.40640 -4.25086 -2.45031
O 3.69239 0.76185 -1.94064
O -3.05690 3.62136 1.15701
O -2.95881 2.17234 -0.76454
O 3.92382 1.05946 0.50534
O -2.58055 1.10046 3.88253
O -1.45776 -4.87317 -0.28845
O -3.29239 -3.78700 -1.54421
O 3.51927 2.98735 -1.18317
O -1.33382 -2.49111 -1.31878
N -2.66236 0.95259 1.29614
C -0.22389 1.18949 2.81065
C 2.08312 2.92663 -1.21999
C -1.88880 -1.72926 -0.21946
C 4.31866 -0.50110 -2.21791
C 6.82236 1.85074 -0.04139
C -4.10716 -4.87307 -2.00281
C -2.68320 4.05325 3.51284
C -0.23645 -5.56748 -2.99162
C -3.66410 3.54420 2.45184
H 4.19675 -1.17329 -1.36763
H -2.83314 -1.28561 -0.52518
H 3.82517 -0.92823 -3.08662
H 1.75284 2.63731 -2.21628
H -2.92978 3.71061 4.51201
H 1.69005 2.22940 -0.48248
H 1.70345 3.91937 -0.99647
H 6.69802 1.49677 0.98171
H 7.03318 1.00577 -0.69780
H 0.51299 -5.50458 -3.77762
H 0.11504 -6.24512 -2.21332
H -2.64994 5.14238 3.43328
H -1.19788 -0.93218 0.02740
H -5.12855 -4.50874 -2.07970
H -4.49643 4.25233 2.42063
H 7.65972 2.54326 -0.08270
H 5.37934 -0.37447 -2.44153
H -3.78519 -5.22247 -2.98563
H -4.08972 2.57286 2.68535
H -2.03591 -2.35104 0.66027
H 0.42644 0.56787 2.19996
H 0.05119 1.03419 3.85234
H -4.07069 -5.69757 -1.28835
H -1.16220 -5.95325 -3.42094
H -1.68943 3.72222 3.21443
H -0.07564 2.23382 2.55999
*
```

## Properties
**Kohn-Sham gap**: 8.1 eV
**E_HOMO**: -5.97 eV
**Molecular weight**: 482.38 g mol⁻¹
**Max |F|**: 0.1076 hartree/bohr

From a natural (NBO) analysis of the wavefunction, the atomic charges in e read: S 2.466; S 2.271; P 2.488; P 2.489; O -0.750; O -0.999; O -1.001; O -0.748; O -0.759; O -0.712; O -0.983; O -1.097; O -1.006; O -1.105; O -0.755; O -0.827; O -0.832; N -1.190; C -0.886; C -0.254; C -0.254; C -0.261; C -0.260; C -0.260; C -0.628; C -0.259; C -0.077; H 0.202; H 0.194; H 0.199; H 0.179; H 0.224; H 0.217; H 0.196; H 0.203; H 0.169; H 0.188; H 0.199; H 0.189; H 0.207; H 0.196; H 0.167; H 0.191; H 0.163; H 0.163; H 0.220; H 0.210; H 0.249; H 0.240; H 0.194; H 0.167; H 0.213; H 0.250

=====

# 2
Computed, not measured: a 4-piece molecular cluster, C9H26O4 overall at a distorted geometry, with ωB97M-V with the def2-TZVPD basis set.

ORCA input file:
```
! RIJCOSX wB97M-V def2-TZVPD def2/J DEFGRID3
* xyz 0 1
O -0.92539 -3.97186 0.10348
O -1.21166 -1.53728 -1.48940
O -0.44720 2.55709 -1.29512
O 1.44248 0.30475 -0.29558
C -2.46463 2.22480 -2.51516
C 3.39467 0.48649 0.95941
C -1.26098 -2.82711 2.24657
C 0.81389 -4.25425 1.74467
C -0.24662 -3.31750 1.14083
C -0.88948 4.13415 -3.03247
C 1.94526 0.11703 1.02266
C 1.14673 1.02261 1.96319
C -1.52873 3.29629 -1.96694
H 3.44417 1.47744 0.50223
H 3.68892 0.73482 1.99433
H -0.99952 -1.10220 -2.34858
H 1.82650 -0.95186 1.25682
H -0.71093 2.26245 -0.42946
H -0.38215 3.48162 -3.72825
H 1.44777 -3.66777 2.44339
H -1.20570 -3.32525 -0.50240
H 1.30351 1.31208 -0.36982
H -1.96159 4.03925 -1.29799
H 0.34320 -5.12077 2.29737
H -0.70690 -2.42080 3.11824
H 1.65375 1.03880 2.91420
H 1.14603 2.02314 1.61019
H -2.89622 1.61709 -1.65938
H -0.19870 4.87553 -2.58989
H -3.34231 2.61177 -3.02485
H 1.23818 -4.61587 0.83729
H -0.49952 -1.16434 -0.92226
H 0.08977 0.68931 2.14611
H -1.89649 -2.04196 1.91947
H -1.99921 -3.51117 2.70152
H 0.29155 -2.41668 0.74461
H -1.54980 4.71915 -3.63828
H 3.98434 -0.33360 0.59179
H -1.87699 1.55458 -3.15255
*
```

## Properties
**Energy above the lowest of the compared OMol25 structures with the same formula, charge and spin**: 1.004 eV
**Kohn-Sham gap**: 10.3 eV
**E_HOMO**: -9.74 eV
**Molecular weight**: 198.30 g mol⁻¹
**Max |F|**: 0.0485 hartree/bohr
**Structure (SMILES)**: CC(C)O.CC(C)O.CC(C)O.O

From a natural (NBO) analysis of the wavefunction, the atomic charges in e read: O -0.732; O -0.967; O -0.759; O -0.743; C -0.630; C -0.625; C -0.647; C -0.630; C 0.116; C -0.623; C 0.088; C -0.638; C 0.091; H 0.209; H 0.200; H 0.482; H 0.178; H 0.471; H 0.210; H 0.206; H 0.492; H 0.474; H 0.169; H 0.210; H 0.194; H 0.214; H 0.197; H 0.214; H 0.217; H 0.213; H 0.224; H 0.490; H 0.219; H 0.203; H 0.217; H 0.140; H 0.216; H 0.227; H 0.213

=====

# 3
Computed, not measured: C9H27BrGaN5O3P as an isolated structure, with ωB97M-V with the def2-TZVPD basis set.

ORCA input file:
```
! RIJCOSX wB97M-V def2-TZVPD def2/J DEFGRID3
* xyz -1 1
Br 1.50870 -1.42211 2.76974
Ga 0.90730 -1.39882 0.43355
P -0.82480 -3.06392 0.24377
O 3.94932 4.04981 0.89177
O -0.82167 -3.54180 -1.37597
O -6.19996 -3.14930 -0.61741
N -4.42266 -4.37100 0.04114
N 3.13010 6.13459 0.78264
N -2.30943 -2.11736 0.11999
N 3.87124 -1.70230 0.05383
N 0.18737 0.29746 -0.12274
C -3.73758 -5.58277 0.44004
C 0.99078 2.64306 0.00358
C 4.55186 5.31176 -1.04682
C 3.86706 5.09775 0.28584
C 2.56066 -1.86845 -0.63370
C 2.90888 7.43913 0.19888
C -5.72210 -4.22700 -0.29002
C 0.30234 1.48255 0.72482
C -6.58872 -5.47452 -0.24169
H 2.69080 5.92418 1.66472
H 1.23041 3.45246 0.69924
H 3.27030 8.22998 0.86006
H 3.43464 7.51903 -0.74676
H -2.25571 -1.44126 0.87717
H -0.69462 1.83651 1.01588
H 0.33628 3.04215 -0.77433
H 1.92194 2.31093 -0.45319
H 0.01153 -3.98445 -1.53156
H -7.59619 -5.19316 -0.53253
H -3.30942 -5.46860 1.43686
H 1.84598 7.60828 0.01460
H 5.26417 6.13663 -0.99563
H -6.61311 -5.89712 0.76356
H -2.31931 -1.58180 -0.74576
H -0.76037 0.21371 -0.45969
H -2.91934 -5.80076 -0.24822
H 4.10701 -0.71837 0.05755
H 0.85734 1.27140 1.64073
H 3.77054 -1.95432 1.02976
H -4.42117 -6.42686 0.44836
H 2.52399 -2.88106 -1.04570
H -3.85040 -3.52980 0.00561
H -6.21895 -6.23604 -0.92944
H 2.56157 -1.19816 -1.49612
H 3.82353 5.52488 -1.83012
H 5.08185 4.39863 -1.29684
*
```

## Properties
**Kohn-Sham gap**: 5.8 eV
**E_HOMO**: -3.49 eV
**Molecular weight**: 433.95 g mol⁻¹
**Max |F|**: 0.0176 hartree/bohr

From a natural (NBO) analysis of the wavefunction, the atomic charges in e read: Br -0.575; Ga 1.127; P 0.615; O -0.604; O -1.004; O -0.653; N -0.627; N -0.626; N -1.169; N -0.860; N -1.109; C -0.412; C -0.607; C -0.723; C 0.678; C -0.722; C -0.408; C 0.671; C -0.211; C -0.718; H 0.401; H 0.186; H 0.189; H 0.208; H 0.378; H 0.152; H 0.180; H 0.208; H 0.480; H 0.232; H 0.204; H 0.195; H 0.217; H 0.216; H 0.368; H 0.347; H 0.206; H 0.343; H 0.184; H 0.353; H 0.188; H 0.168; H 0.447; H 0.217; H 0.195; H 0.225; H 0.248

=====

# 4
Computed, not measured: C9H27F2NaO12P3 as an isolated structure at a distorted geometry, with ωB97M-V with the def2-TZVPD basis set.

ORCA input file:
```
! RIJCOSX wB97M-V def2-TZVPD def2/J DEFGRID3
* xyz -1 1
P 6.08826 4.18530 -4.34794
P 2.02762 -3.73928 0.90918
P -8.06534 -1.18927 3.58160
Na -1.30048 0.13965 -2.65921
F 0.54546 2.22961 -0.17606
F -4.39061 2.10752 -2.34511
O -8.40063 -0.50709 4.82374
O 6.14039 3.80170 -5.89577
O -6.47385 -1.06612 3.28013
O 3.52973 -3.05740 1.29078
O 2.46698 -5.25999 0.78845
O 6.09138 3.03340 -3.41918
O 7.42824 5.19352 -4.15812
O 1.17376 -3.59258 2.24902
O -8.38444 -2.78325 3.60614
O 1.33204 -3.28833 -0.39166
O 4.84973 5.28795 -4.16084
O -8.80661 -0.63372 2.32034
C 7.69782 6.16076 -3.15833
C 3.66890 4.76933 -3.74619
C -8.30014 -3.55870 4.73944
C 0.96380 -2.38012 2.85872
C -5.96414 0.04068 2.58968
C -10.17603 -0.96197 2.11977
C 7.37661 3.64791 -6.59612
C 1.96397 -6.35123 1.45994
C 3.99022 -1.96863 0.48897
H 3.23440 -1.18329 0.47985
H -0.08365 -2.08860 2.93590
H 8.18470 4.17686 -6.09084
H 1.37688 -1.55879 2.27316
H 2.76385 -6.89319 1.96450
H -10.48058 -1.66288 2.89699
H -9.24948 -3.95387 5.10095
H 1.22324 -6.13981 2.23112
H -7.49760 -4.29553 4.70624
H -10.76866 -0.04754 2.09316
H 7.24598 4.10146 -7.57863
H 7.63554 7.15604 -3.59837
H 2.76732 5.30030 -4.05165
H -5.28247 0.53133 3.28445
H 4.41917 -2.25483 -0.47134
H 3.75672 4.92631 -2.67113
H -10.35385 -1.56900 1.23208
H 6.96243 6.10581 -2.35566
H 1.47512 -7.04324 0.77418
H 1.38853 -2.25203 3.85436
H -8.15387 -2.75463 5.46066
H 4.88345 -1.51147 0.91469
H -6.67573 0.61726 1.99867
H 8.55616 6.00416 -2.50500
H -5.30207 -0.36761 1.82610
H 7.61535 2.64702 -6.95572
H 3.28644 3.75005 -3.80012
*
```

## Properties
**Energy above the lowest of the compared OMol25 structures with the same formula, charge and spin**: 6.736 eV
**Kohn-Sham gap**: 5.5 eV
**E_HOMO**: -4.26 eV
**Molecular weight**: 481.21 g mol⁻¹
**Max |F|**: 0.1081 hartree/bohr

From a natural (NBO) analysis of the wavefunction, the atomic charges in e read: P 2.533; P 2.525; P 2.573; Na 0.977; F -0.989; F -0.987; O -1.113; O -0.806; O -0.801; O -0.800; O -0.798; O -1.064; O -0.840; O -0.808; O -0.818; O -1.072; O -0.768; O -0.811; C -0.243; C -0.296; C -0.257; C -0.257; C -0.266; C -0.245; C -0.258; C -0.241; C -0.262; H 0.211; H 0.198; H 0.210; H 0.199; H 0.178; H 0.187; H 0.177; H 0.190; H 0.185; H 0.198; H 0.182; H 0.185; H 0.191; H 0.195; H 0.185; H 0.191; H 0.189; H 0.188; H 0.180; H 0.185; H 0.206; H 0.188; H 0.209; H 0.190; H 0.193; H 0.191; H 0.213

=====

What did the first record say?
Computed, not measured: C9H26NO13P2S2 as an isolated structure at a distorted geometry, with ωB97M-V with the def2-TZVPD basis set.

ORCA input file:
```
! RIJCOSX wB97M-V def2-TZVPD def2/J DEFGRID3
* xyz -1 1
S -2.34335 2.30988 0.52985
S -1.90249 0.62271 2.68810
P 4.33293 1.68596 -0.76835
P -1.68171 -4.02265 -1.47826
O 5.64853 2.56773 -0.45390
O -0.93817 2.62249 0.40291
O -1.82246 -0.82441 2.76144
O -0.40640 -4.25086 -2.45031
O 3.69239 0.76185 -1.94064
O -3.05690 3.62136 1.15701
O -2.95881 2.17234 -0.76454
O 3.92382 1.05946 0.50534
O -2.58055 1.10046 3.88253
O -1.45776 -4.87317 -0.28845
O -3.29239 -3.78700 -1.54421
O 3.51927 2.98735 -1.18317
O -1.33382 -2.49111 -1.31878
N -2.66236 0.95259 1.29614
C -0.22389 1.18949 2.81065
C 2.08312 2.92663 -1.21999
C -1.88880 -1.72926 -0.21946
C 4.31866 -0.50110 -2.21791
C 6.82236 1.85074 -0.04139
C -4.10716 -4.87307 -2.00281
C -2.68320 4.05325 3.51284
C -0.23645 -5.56748 -2.99162
C -3.66410 3.54420 2.45184
H 4.19675 -1.17329 -1.36763
H -2.83314 -1.28561 -0.52518
H 3.82517 -0.92823 -3.08662
H 1.75284 2.63731 -2.21628
H -2.92978 3.71061 4.51201
H 1.69005 2.22940 -0.48248
H 1.70345 3.91937 -0.99647
H 6.69802 1.49677 0.98171
H 7.03318 1.00577 -0.69780
H 0.51299 -5.50458 -3.77762
H 0.11504 -6.24512 -2.21332
H -2.64994 5.14238 3.43328
H -1.19788 -0.93218 0.02740
H -5.12855 -4.50874 -2.07970
H -4.49643 4.25233 2.42063
H 7.65972 2.54326 -0.08270
H 5.37934 -0.37447 -2.44153
H -3.78519 -5.22247 -2.98563
H -4.08972 2.57286 2.68535
H -2.03591 -2.35104 0.66027
H 0.42644 0.56787 2.19996
H 0.05119 1.03419 3.85234
H -4.07069 -5.69757 -1.28835
H -1.16220 -5.95325 -3.42094
H -1.68943 3.72222 3.21443
H -0.07564 2.23382 2.55999
*
```

## Properties
**Kohn-Sham gap**: 8.1 eV
**E_HOMO**: -5.97 eV
**Molecular weight**: 482.38 g mol⁻¹
**Max |F|**: 0.1076 hartree/bohr

From a natural (NBO) analysis of the wavefunction, the atomic charges in e read: S 2.466; S 2.271; P 2.488; P 2.489; O -0.750; O -0.999; O -1.001; O -0.748; O -0.759; O -0.712; O -0.983; O -1.097; O -1.006; O -1.105; O -0.755; O -0.827; O -0.832; N -1.190; C -0.886; C -0.254; C -0.254; C -0.261; C -0.260; C -0.260; C -0.628; C -0.259; C -0.077; H 0.202; H 0.194; H 0.199; H 0.179; H 0.224; H 0.217; H 0.196; H 0.203; H 0.169; H 0.188; H 0.199; H 0.189; H 0.207; H 0.196; H 0.167; H 0.191; H 0.163; H 0.163; H 0.220; H 0.210; H 0.249; H 0.240; H 0.194; H 0.167; H 0.213; H 0.250